58
Properties=species:S:1:pos:R:3:mulliken_charge:R:1 method="wB97M-V/def2-TZVPD" e_above_lowest_kcal_mol=41.7 spin_multiplicity=1 e_homo_ev=-17.19 total_charge=+3 total_energy_ha=-2117.78381 fmax_ev_per_a=2.2
Sn 0.523 0.408 0.228 1.571
C -2.620 1.484 1.554 -0.760
C -1.533 1.873 2.565 -0.827
N -0.266 2.246 1.937 -0.048
C -0.187 3.593 1.382 -0.933
C -0.968 3.819 0.086 -0.545
S -0.710 2.589 -1.243 0.060
C -2.403 1.971 -1.509 -0.793
C -2.755 0.678 -0.758 -0.671
N -2.110 0.552 0.542 0.120
H -3.447 1.038 2.113 0.428
H -3.020 2.366 1.061 0.303
H -1.923 2.683 3.189 0.446
H -1.339 1.014 3.212 0.339
H 0.445 2.199 2.666 0.328
H -0.571 4.332 2.098 0.382
H 0.870 3.810 1.207 0.442
H -2.037 3.889 0.269 0.382
H -0.639 4.765 -0.343 0.534
H -3.083 2.789 -1.276 0.530
H -2.478 1.784 -2.581 0.480
H -3.846 0.640 -0.658 0.431
H -2.437 -0.169 -1.370 0.317
H -2.266 -0.396 0.872 0.054
S 2.418 -0.094 2.182 -0.214
C 1.197 -1.083 2.873 0.558
C 1.367 -1.652 4.143 -0.792
C 0.383 -2.488 4.631 -0.356
C -0.738 -2.745 3.851 -0.932
C -0.835 -2.129 2.615 -0.429
N 0.098 -1.311 2.141 0.199
H 2.255 -1.431 4.713 0.502
H 0.487 -2.940 5.606 0.455
H -1.530 -3.389 4.195 0.479
H -1.689 -2.303 1.973 0.509
C -0.766 -4.641 -2.487 -0.793
N -0.545 -3.235 -2.280 0.072
C -0.698 -2.272 -3.226 -0.545
C -0.371 -1.087 -2.641 -0.843
N -0.023 -1.324 -1.342 0.595
C -0.133 -2.639 -1.163 -0.858
H -1.481 -4.778 -3.294 0.329
H -1.151 -5.110 -1.582 0.350
H 0.165 -5.134 -2.766 0.337
H -1.024 -2.490 -4.224 0.499
H -0.362 -0.099 -3.056 0.563
H 0.094 -3.148 -0.247 0.616
C 4.704 0.670 -3.098 -0.195
C 3.999 1.842 -2.875 -0.832
C 2.923 1.816 -2.000 -0.109
N 2.553 0.703 -1.381 0.042
C 3.242 -0.416 -1.567 -0.010
C 4.329 -0.481 -2.422 -0.969
H 5.533 0.651 -3.790 0.442
H 4.270 2.764 -3.365 0.452
H 2.351 2.712 -1.796 0.406
H 2.912 -1.290 -1.013 0.453
H 4.864 -1.409 -2.548 0.451